Formula: C6H10N2
Source: the Open Molecules 2025 dataset
Level of theory: ωB97M-V/def2-TZVPD

Last column: natural (NBO) charge in e.
Element x y z (Å)
C  1.6995  0.8225  1.2460  -0.45
C  -1.2545  0.7250  -0.6636  -0.10
C  -0.6620  -0.0062  -1.7685  -0.39
C  0.1025  -1.1039  -1.4555  -0.17
C  0.3270  -1.3774  -0.1339  -0.46
C  -0.2979  -0.7587  0.9486  0.17
H  -0.1836  1.4040  1.2401  0.43
H  0.4574  1.3251  -0.1982  0.44
H  2.3236  -0.1383  1.1815  0.21
H  2.3589  1.7395  1.0011  0.21
H  1.5639  1.0155  2.3446  0.19
H  -1.9364  1.5914  -0.9755  0.21
H  -0.6828  0.5201  -2.7994  0.22
H  0.9150  -1.7018  -2.0958  0.23
H  0.9812  -2.1974  0.2265  0.21
H  -0.0619  -0.8597  2.0157  0.22
N  0.4197  0.7704  0.6947  -0.74
N  -1.1657  0.3002  0.5939  -0.42

Values from the calculation:
HOMO, eV: -5.9



Formula: C4H4Cl2S2
Source: the Open Molecules 2025 dataset
Level of theory: ωB97M-V/def2-TZVPD

Last column: natural (NBO) charge in e.
Element x y z (Å)
C  -0.1839  2.1906  0.4495  -0.62
C  -0.1125  0.7185  0.1273  -0.14
C  1.2816  0.1756  -0.0315  -0.30
S  2.1465  0.4396  -1.3729  0.07
S  1.8341  -0.6260  1.4130  0.13
C  -1.1657  -0.0784  -0.0384  -0.06
Cl  -2.7998  0.4696  0.0960  0.04
Cl  -1.0308  -1.7540  -0.4621  0.05
H  0.2153  2.7661  -0.3797  0.24
H  0.4017  2.4259  1.3171  0.23
H  -1.1700  2.4892  0.6253  0.23
H  3.0674  -0.9011  0.9768  0.14

Values from the calculation:
HOMO, eV: -9.0



Formula: C9H14S
Source: the Open Molecules 2025 dataset
Level of theory: ωB97M-V/def2-TZVPD

Last column: natural (NBO) charge in e.
Element x y z (Å)
C  -2.3372  -0.4062  1.2411  -0.64
C  -1.6098  0.6965  0.4927  0.02
C  -2.0344  1.0716  -0.7878  -0.23
C  -1.2291  1.9251  -1.5489  -0.20
C  -0.0366  2.4404  -1.0666  -0.24
C  0.3289  2.0636  0.2324  -0.20
C  -0.4663  1.2766  1.0288  -0.23
H  -1.6056  -1.1691  1.5089  0.23
H  -3.1146  -0.9220  0.6820  0.21
H  -2.7851  0.0577  2.1218  0.22
H  -2.9517  0.6582  -1.1764  0.21
H  -1.5307  2.1510  -2.5660  0.21
H  0.6433  3.0560  -1.6337  0.21
H  1.2253  2.5682  0.5830  0.21
H  -0.1224  1.0171  2.0195  0.22
C  2.8547  -1.0558  0.6347  -0.72
S  1.3324  -2.0924  0.8647  0.18
C  1.1036  -2.6036  -0.7915  -0.78
H  2.4596  -0.1652  0.1681  0.22
H  3.3798  -0.9752  1.5790  0.23
H  3.5243  -1.5989  -0.0315  0.21
H  1.2460  -1.7482  -1.4641  0.22
H  0.0388  -2.7951  -0.9464  0.23
H  1.6871  -3.4506  -1.1439  0.21

Values from the calculation:
HOMO, eV: -8.4



Number 1: F_max 14.93 eV/A. Number 2: F_max 1.58 eV/A. Number 3: F_max 1.86 eV/A.